w:
The following is a quantum chemistry calculation of a molecular structure, C21H30N4O3, from the Open Molecules 2025 dataset.

Each line ends with the Löwdin charge.
Positions of all 58 atoms, in Å:
O1 -3.61223 1.44308 2.40194  -0.184
O2 -0.47487 1.11270 -1.73071  0.053
O3 0.79020 -0.04958 1.72824  -0.080
N1 2.40351 -0.68857 -0.32076  0.004
N2 1.81376 1.04398 -1.39346  0.181
N3 -1.04478 -0.75590 0.78827  0.044
N4 -2.13483 1.75725 0.50226  0.098
C1 -3.16967 2.78973 -1.31654  -0.115
C2 3.44028 -1.56071 0.46906  0.148
C3 -2.42664 0.99370 1.64573  -0.261
C4 -2.35778 -2.93584 0.57315  -0.133
C5 1.11419 -1.16587 -0.43473  -0.246
C6 -3.48784 -3.27747 -0.42312  -0.267
C7 4.64664 -0.72971 0.88431  0.007
C8 -1.92497 -1.66370 0.06561  -0.278
C9 5.09488 0.44799 0.31541  -0.319
C10 -2.73556 3.11330 -0.03116  -0.452
C11 -1.66009 4.16772 -0.01284  -0.069
C12 -1.71304 -0.17776 2.09886  0.036
C13 0.25799 -0.75212 0.60944  -0.262
C14 -3.85129 -2.26179 -1.19904  -0.258
C15 0.60330 0.56485 -1.62563  -0.559
C16 6.32232 1.07006 0.68903  -0.051
C17 2.77411 0.47702 -0.69365  -0.224
C18 -3.07903 -1.00127 -0.66392  -0.120
C19 4.14534 1.18261 -0.44572  0.185
C20 0.75862 -0.84801 -1.97378  0.010
C21 1.25326 -3.05565 -0.32990  0.154
H1 3.08156 -2.36565 1.12817  0.112
H2 -2.51248 -0.75230 2.43249  0.121
H3 5.32118 -1.35133 1.34756  0.072
H4 -3.70901 -0.69872 0.08798  0.093
H5 -4.47319 -3.84621 0.26112  0.205
H6 -1.91790 5.10454 -0.42322  0.034
H7 1.31712 -3.13890 0.58308  -0.034
H8 6.43356 1.30808 1.88717  0.172
H9 4.25028 2.01492 -0.69890  -0.011
H10 -4.04850 2.01966 -1.16952  0.118
H11 0.31822 -3.37496 -0.80378  0.085
H12 -2.47070 2.34785 -1.99391  0.048
H13 -3.56522 -2.28858 -2.35150  0.150
H14 -1.26373 -1.89022 -1.18662  0.218
H15 -1.65607 -3.71145 0.60082  0.095
H16 -0.96133 0.14805 2.56782  0.045
H17 6.34931 1.97001 0.04060  0.101
H18 -0.60351 3.84079 -0.89298  0.184
H19 -2.88203 -2.87137 1.53369  0.127
H20 -4.98793 -2.05673 -1.40216  0.153
H21 -3.71602 3.88649 -1.75777  0.171
H22 1.53027 -1.08017 -2.64955  0.129
H23 -3.29436 3.24740 0.90595  0.138
H24 -2.89407 -0.35330 -1.42445  0.077
H25 2.08019 -3.21595 -0.76853  -0.004
H26 -1.01203 4.27456 0.84655  0.054
H27 -0.10969 -1.33043 -2.23977  0.067
H28 6.98963 0.41656 0.32139  0.043
H29 -3.10919 -4.05382 -0.97124  0.077
H30 -1.32545 1.33607 -0.08374  0.119

Results
- HOMO: -0.308 Ha
- Lowest unoccupied orbital energy: -1.0 eV
- 2S+1: 1

=====

x:
The following is a quantum chemistry calculation of C21H30N4O3 in the gas phase, from the Open Molecules 2025 dataset.

Each line ends with the Löwdin charge.
Positions of all 58 atoms, in Å:
O1 6.67838 0.70754 0.38431  -0.056
O2 -0.90642 -3.20529 0.11435  0.048
O3 4.98765 2.65898 0.41281  -0.062
N1 -1.40571 -1.17034 -0.72869  0.191
N2 -1.86960 0.87422 -1.63700  0.045
N3 -6.30405 1.16758 0.48474  -0.205
N4 0.78462 -1.69091 -0.00424  0.052
C1 3.10601 1.15347 0.07151  0.051
C2 2.64752 -0.15721 -0.09103  -0.104
C3 -8.53554 0.01819 0.04538  -0.085
C4 1.69761 -2.66897 0.54726  -0.119
C5 -3.27463 0.56111 -1.73431  -0.200
C6 -5.96457 0.71452 1.82158  -0.243
C7 4.44971 1.42106 0.23685  -0.188
C8 7.65470 -0.30457 0.39404  -0.078
C9 5.37834 0.35262 0.23100  -0.187
C10 -0.98895 0.03328 -1.05318  -0.330
C11 -5.52092 0.59149 -0.58994  -0.221
C12 4.91406 -0.94416 0.08760  0.042
C13 -0.57715 -2.08260 -0.20228  -0.498
C14 -5.80933 -0.79540 2.04226  -0.078
C15 -7.71415 1.30571 0.19442  -0.258
C16 4.12296 3.76636 0.43724  -0.081
C17 1.23020 -0.45079 -0.31452  -0.140
C18 3.02821 -2.60567 -0.19040  -0.101
C19 0.35401 0.45242 -0.85413  0.045
C20 3.55988 -1.20815 -0.06346  -0.166
C21 -4.05032 0.99775 -0.48994  -0.169
H1 -3.58766 0.52579 0.37645  0.103
H2 1.85237 -2.46274 1.61410  0.143
H3 3.58426 3.87903 -0.50984  0.097
H4 2.87496 -2.85322 -1.24568  0.134
H5 4.76273 4.63374 0.59095  0.095
H6 7.66655 -0.86231 -0.54817  0.098
H7 -8.15268 1.91612 0.98994  0.110
H8 -3.67681 1.04706 -2.62758  0.122
H9 -1.60198 1.84203 -1.72375  0.139
H10 3.40264 3.69900 1.25958  0.098
H11 2.38899 1.95693 0.09111  0.104
H12 -9.53960 0.26555 -0.29154  0.067
H13 -8.61546 -0.50535 0.99423  0.058
H14 7.50625 -1.00011 1.22657  0.098
H15 8.60658 0.20851 0.52013  0.096
H16 -7.79101 1.87749 -0.73680  0.109
H17 -5.92522 0.98238 -1.52878  0.123
H18 -4.95337 -1.18653 1.49872  0.065
H19 -3.34374 -0.52240 -1.84318  0.116
H20 -5.58380 -0.50665 -0.63308  0.120
H21 0.66990 1.43573 -1.15630  0.104
H22 -6.69583 -1.33826 1.72761  0.058
H23 -5.02230 1.19928 2.10321  0.106
H24 -5.65032 -0.98276 3.10173  0.072
H25 5.60223 -1.77468 0.09494  0.112
H26 -3.99036 2.08153 -0.36717  0.119
H27 -6.73728 1.09617 2.49345  0.113
H28 -8.08054 -0.64485 -0.68629  0.067
H29 1.20980 -3.64182 0.44698  0.123
H30 3.72643 -3.32918 0.23024  0.121

Results
- HOMO: -0.292 Ha
- Lowest unoccupied orbital energy: 0.5 eV
- 2S+1: 1
- SMILES string: CCN(CC)CCCNc1cc2n(c(=O)n1)CCc1cc(OC)c(OC)cc1-2

=====

Short version: x is the most stable of them.

=====

w:
The following is a quantum chemistry calculation of C2H6OS in the gas phase, from the Open Molecules 2025 dataset.

Each line ends with the Löwdin charge.
Positions of all 10 atoms, in Å:
S1 0.56970 -1.04920 -0.49211  0.754
O1 -1.92388 0.22721 0.93245  -0.119
C1 -0.93811 -0.78066 0.74903  -0.477
C2 1.39978 0.57147 -0.80242  -0.401
H1 2.11185 0.76964 -0.13529  -0.034
H2 0.61291 1.42980 -0.78123  0.075
H3 -1.83597 0.90399 0.16398  0.129
H4 -0.38993 -0.86352 1.65741  0.042
H5 1.82290 0.48113 -1.74474  -0.009
H6 -1.42925 -1.68987 0.45292  0.041

Results
- HOMO: -0.324 Ha
- Lowest unoccupied orbital energy: 0.7 eV
- 2S+1: 1
- SMILES string: CSCO

=====

x:
The following is a quantum chemistry calculation of a molecular structure, C2H6OS, from the Open Molecules 2025 dataset.

Each line ends with the Löwdin charge.
Positions of all 10 atoms, in Å:
S1 -1.88050 -0.62379 -0.01298  0.542
O1 1.00066 -1.13607 -0.00242  -0.276
C1 0.76066 0.25452 -0.09289  -0.378
C2 -0.76617 0.76420 0.08845  -0.617
H1 0.82011 -1.40085 1.17490  0.260
H2 -0.50981 -1.53077 -0.99071  0.153
H3 -1.16045 1.52144 -0.62166  0.064
H4 1.08662 0.52443 -1.13137  0.111
H5 -0.99265 0.85582 1.13541  0.010
H6 1.64153 0.77109 0.45326  0.130

Results
- HOMO: -0.315 Ha
- Lowest unoccupied orbital energy: 0.1 eV
- 2S+1: 1

=====

Short version: w is the most stable of them.

=====

w:
The following is a quantum chemistry calculation of a molecular structure, C11H16NO2, from the Open Molecules 2025 dataset.

Each line ends with the Löwdin charge.
Positions of all 30 atoms, in Å:
O1 -0.24595 0.19213 -1.58545  0.101
O2 -0.90878 1.82992 -2.87855  0.235
N1 -0.22848 1.40684 -2.02099  -0.108
C1 -0.23432 -2.37489 -0.18043  -0.211
C2 0.50256 1.81851 1.35964  0.040
C3 -0.86446 -3.38310 0.77987  -0.267
C4 0.39416 4.11230 0.62721  -0.030
C5 0.38339 3.22068 1.62920  -0.047
C6 0.70614 3.74614 -0.78230  -0.108
C7 -1.19198 -4.69645 0.08761  -0.105
C8 0.64243 -0.00999 -0.42662  -0.194
C9 1.02494 2.30605 -0.97375  0.012
C10 0.82026 1.38030 0.12237  -0.158
C11 -0.02496 -1.02019 0.49673  -0.141
H1 -0.13531 4.05035 -1.42128  0.149
H2 -1.89953 -4.54031 -0.72378  0.076
H3 0.32286 1.12412 2.16422  0.131
H4 -0.88087 -2.25108 -1.05015  0.118
H5 -0.98558 -0.62282 0.82854  0.136
H6 0.72519 -2.76217 -0.52830  0.125
H7 1.57413 -0.42491 -0.83392  0.174
H8 -0.17661 -3.57085 1.60761  0.114
H9 1.84608 2.08461 -1.65237  0.161
H10 0.17448 5.15286 0.80676  0.125
H11 -1.77796 -2.95981 1.20375  0.113
H12 -1.63012 -5.39715 0.79362  0.076
H13 -0.29410 -5.14831 -0.32874  0.077
H14 0.19728 3.52567 2.64603  0.119
H15 1.54570 4.35590 -1.13421  0.150
H16 0.61942 -1.14436 1.36767  0.139

Results
- HOMO: -0.483 Ha
- Charge: +1
- Lowest unoccupied orbital energy: -4.9 eV
- 2S+1: 1

=====

x:
The following is a quantum chemistry calculation of a gas-phase ion, C11H16NO2 (charge +1), from the Open Molecules 2025 dataset.

Each line ends with the Löwdin charge.
Positions of all 30 atoms, in Å:
O1 0.16174 -3.95756 -0.29031  0.121
O2 0.05218 -1.78701 -0.02046  -0.094
N1 -0.00561 -2.94808 -0.84524  0.010
C1 -3.63004 1.06218 -1.03959  0.000
C2 -2.29896 0.62032 -1.34980  0.130
C3 -3.45467 -0.06614 1.18340  -0.119
C4 -0.15186 -0.62466 -0.72104  -0.341
C5 -4.21972 0.70942 0.14071  0.044
C6 3.43256 0.83569 -0.16011  -0.269
C7 1.03366 0.35724 -0.42056  -0.098
C8 2.45987 -0.26837 -0.44210  -0.205
C9 -1.56233 -0.10835 -0.41158  -0.132
C10 3.97803 0.78855 1.25714  -0.116
C11 -2.08891 -0.41106 0.80322  0.062
H1 4.82907 0.14843 1.38275  0.069
H2 0.71718 0.75463 0.65941  0.170
H3 -3.37119 0.56568 2.09677  0.177
H4 0.96360 1.22992 -0.98067  0.085
H5 -1.93665 0.87604 -2.37065  0.162
H6 2.77818 -0.88020 -1.26887  0.114
H7 -4.08646 -0.99950 1.60612  0.219
H8 2.95025 1.83269 -0.24692  0.111
H9 -0.13984 -0.84174 -1.83974  0.169
H10 3.40053 0.18861 1.93228  0.062
H11 -1.62897 -1.10864 1.48751  0.146
H12 -5.18628 1.00071 0.47790  0.122
H13 2.58576 -0.98294 0.35895  0.100
H14 4.18370 1.80732 1.55377  0.076
H15 -4.13761 1.56060 -1.77082  0.092
H16 4.37281 0.64620 -0.76148  0.132

Results
- HOMO: -0.494 Ha
- Charge: +1
- Lowest unoccupied orbital energy: -6.4 eV
- 2S+1: 1

=====

Short version: w is the most stable of them.

=====

w:
The following is a quantum chemistry calculation of C16H20N2O5S in the gas phase, from the Open Molecules 2025 dataset.

Each line ends with the Löwdin charge.
Positions of all 44 atoms, in Å:
S1 5.25666 -1.02129 0.00478  0.619
O1 -2.99197 -0.71961 1.39720  -0.147
O2 6.25919 -0.37945 0.80707  -0.307
O3 -1.43328 1.57018 0.96758  -0.108
O4 5.63382 -1.60717 -1.25086  -0.307
O5 -3.38866 -2.49989 -0.90473  -0.060
N1 4.56543 -2.24323 0.95527  -0.063
N2 0.59868 2.55464 -0.65912  0.030
C1 1.64963 1.69355 -0.52308  -0.262
C2 -2.47779 -0.45298 0.13343  -0.132
C3 -1.26878 1.05520 -1.34741  -0.152
C4 3.62550 1.04671 0.71421  -0.061
C5 1.92539 0.68405 -1.45648  0.003
C6 -2.71887 -1.32148 -0.93879  -0.197
C7 -0.72665 1.01378 2.06559  -0.050
C8 -3.80032 -3.08128 0.31373  -0.065
C9 3.87313 0.05680 -0.21925  -0.317
C10 3.03153 -0.12523 -1.29896  -0.051
C11 2.52385 1.85856 0.56524  -0.025
C12 -0.49652 2.33711 -1.57512  -0.129
C13 -1.71325 0.70647 -0.07269  -0.159
C14 -1.56150 0.20727 -2.40594  -0.042
C15 -4.01988 0.16862 1.79767  -0.060
C16 -2.24943 -0.96616 -2.20484  0.005
H1 -4.88365 0.09351 1.12747  0.100
H2 1.26945 0.52999 -2.29656  0.101
H3 4.53331 -3.11622 0.45366  0.059
H4 -4.12147 -4.08957 0.05175  0.095
H5 -0.58922 1.83201 2.77110  0.098
H6 -1.28057 0.20652 2.54696  0.088
H7 3.26309 -0.90129 -2.01060  0.115
H8 2.32080 2.63752 1.28625  0.115
H9 -4.64079 -2.54194 0.75746  0.090
H10 -1.17535 3.18788 -1.46739  0.134
H11 4.30996 1.16633 1.53842  0.114
H12 -0.11069 2.34372 -2.59925  0.122
H13 -3.67657 1.20592 1.81749  0.092
H14 -2.98197 -3.13098 1.03404  0.099
H15 0.24968 0.63576 1.74438  0.093
H16 5.06273 -2.34598 1.82526  0.058
H17 -4.30838 -0.14168 2.80069  0.098
H18 -2.46055 -1.63803 -3.02076  0.121
H19 0.35665 3.06482 0.17627  0.129
H20 -1.23239 0.46653 -3.40114  0.116

Results
- HOMO: -0.298 Ha
- Lowest unoccupied orbital energy: 0.6 eV
- 2S+1: 1
- SMILES string: COc1ccc(CNc2ccc(S(N)(=O)=O)cc2)c(OC)c1OC

=====

x:
The following is a quantum chemistry calculation of a molecular structure, C16H20N2O5S, from the Open Molecules 2025 dataset.

Each line ends with the Löwdin charge.
Positions of all 44 atoms, in Å:
S1 -0.71566 -1.19456 -3.29685  1.149
O1 4.34399 3.02733 -1.69734  -0.033
O2 0.26940 -0.25535 -5.35487  -0.046
O3 1.62615 1.54360 -5.48469  -0.058
O4 -2.21920 0.52391 -1.17427  -0.082
O5 4.25312 1.93448 0.25399  0.078
N1 -2.17246 -1.30573 0.28758  0.104
N2 1.00612 0.55452 -4.66512  -0.209
C1 -2.53758 -0.44536 1.45361  -0.241
C2 -3.07706 -2.15391 3.29096  -0.083
C3 -2.02515 -0.83733 -0.87260  -0.602
C4 0.41835 -0.31107 -2.76827  -0.611
C5 2.56115 1.38816 -1.58605  -0.067
C6 3.83578 2.06919 -0.92049  -0.349
C7 0.82032 -0.24183 -1.37188  0.031
C8 -1.68924 -1.57055 4.17367  -0.084
C9 -1.57942 -1.83110 -1.65319  -0.285
C10 -0.89204 -1.05005 2.97046  -0.308
C11 1.23499 0.61314 -3.33699  -0.239
C12 5.42102 3.54077 -1.31829  -0.156
C13 -3.85327 -0.83089 2.32305  -0.007
C14 -1.26392 0.09165 2.28152  -0.156
C15 2.26267 1.46175 -2.94815  0.091
C16 1.91958 0.55891 -0.58034  0.139
H1 0.06627 -0.68998 3.62381  0.163
H2 2.12856 0.26884 0.25373  0.003
H3 -2.82707 -3.05074 2.45720  0.135
H4 -2.03448 -0.84734 4.78307  0.060
H5 -1.65243 0.86762 3.05655  0.164
H6 5.76368 4.20484 -2.14190  0.129
H7 -4.36158 -1.59750 1.86450  0.056
H8 -4.02718 -0.25867 3.11038  0.043
H9 0.28050 -0.87934 -0.55877  0.109
H10 6.02002 2.92658 -0.89892  0.033
H11 -2.72961 -2.30702 -2.23008  0.226
H12 -0.95941 -2.63923 -1.32681  0.084
H13 -3.84688 -2.39603 3.95939  0.032
H14 2.95324 2.05662 -3.48749  0.126
H15 4.95767 4.26075 -0.46920  0.164
H16 -0.76844 0.58002 1.52172  0.086
H17 -1.25441 -2.38809 4.65570  0.078
H18 -2.18134 -2.24305 0.55871  0.120
H19 -0.43087 -1.64201 2.37254  0.046
H20 -3.04387 0.49405 0.89044  0.166

Results
- HOMO: -0.325 Ha
- Lowest unoccupied orbital energy: -1.5 eV
- 2S+1: 1

=====

Short version: w is the most stable of them.